(1)
10 unconnected molecules or ions with the total composition C30H50Cl10O15 at a distorted geometry. Source: OMol25; level of theory: the ωB97M-V functional and the def2-TZVPD basis.

Calculated values
2S+1: 2
DFT total energy: -187845.6117 eV
HOMO energy (alpha / beta): -11.97 / -11.97 eV
E_LUMO (alpha / beta): -2.5547 / -10.3026 eV
Frontier orbital gap (alpha / beta): 9.4167 / 1.6688 eV
Charge: +1
Expectation value of S²: 0.753

Positions of all 105 atoms, in Å:
1 C -0.65570 -6.39925 3.49278
2 C 0.27346 -6.77499 4.69230
3 C -0.22089 -7.98435 5.62763
4 O 0.90041 -8.78460 5.87151
5 C 1.78243 -8.52215 4.97188
6 O 2.72469 -9.30653 4.78217
7 O 1.47454 -7.40608 4.22298
8 H -1.68413 -6.11766 3.71891
9 H -0.52458 -7.17205 2.73535
10 H -0.30918 -5.46957 3.04142
11 H 0.42596 -5.88814 5.30739
12 H -1.05126 -8.35016 5.02367
13 H -0.45177 -7.71455 6.65816
14 C -5.70243 -7.91604 1.03008
15 C -5.90890 -9.48261 0.96295
16 C -4.75981 -10.29502 0.34224
17 O -4.26157 -11.02372 1.45741
18 C -4.96943 -10.85488 2.55656
19 O -4.80801 -11.47524 3.59246
20 O -5.85393 -9.91427 2.33274
21 H -5.03333 -7.67971 1.85745
22 H -6.59782 -7.35836 1.30460
23 H -5.21618 -7.43915 0.17905
24 H -6.84807 -9.60100 0.42253
25 H -3.96286 -9.59659 0.08695
26 H -5.11505 -10.78112 -0.56638
27 C -4.85706 -0.81694 -1.34599
28 C -6.19356 -0.36112 -1.97876
29 C -6.33805 -0.66938 -3.49443
30 O -7.58074 -1.24701 -3.49333
31 C -7.95838 -1.63023 -2.30456
32 O -8.92890 -2.38015 -1.98966
33 O -7.22698 -1.13483 -1.42275
34 H -4.14776 -0.01727 -1.55934
35 H -4.36831 -1.68792 -1.78258
36 H -4.94155 -0.95134 -0.26761
37 H -6.24478 0.72353 -1.88382
38 H -5.65712 -1.34094 -4.01733
39 H -6.22895 0.25506 -4.06154
40 C -4.74268 -1.82976 8.43113
41 C -4.38624 -1.21903 7.10569
42 C -3.33563 -1.93826 6.34019
43 O -3.94800 -1.83362 5.08337
44 C -5.22223 -1.57971 5.09162
45 O -6.02296 -1.83183 4.15057
46 O -5.56469 -1.23438 6.36419
47 H -5.10924 -2.83059 8.20291
48 H -5.43100 -1.18855 8.98173
49 H -3.78504 -1.93307 8.94137
50 H -4.10641 -0.17405 7.23918
51 H -3.19826 -3.00707 6.50408
52 H -2.40121 -1.40327 6.50973
53 C -4.05124 0.52382 2.45249
54 C -4.87305 1.62770 1.78909
55 C -6.34761 1.83295 2.31028
56 O -6.29738 3.12778 2.97270
57 C -5.10280 3.57714 3.01224
58 O -4.74019 4.59819 3.60350
59 O -4.28518 2.80956 2.27046
60 H -3.89962 0.78049 3.50094
61 H -3.04915 0.47925 2.02596
62 H -4.62820 -0.38209 2.26661
63 H -4.93121 1.48177 0.71047
64 H -6.58399 1.09036 3.07237
65 H -7.04221 1.78425 1.47168
66 Cl -1.98461 -4.06807 0.69594
67 C -3.57475 -4.75736 0.97020
68 C -4.47093 -3.74260 1.77444
69 Cl -5.98769 -4.42617 2.31407
70 H -3.38643 -5.63178 1.59311
71 H -3.93949 -5.03294 -0.01931
72 H -4.60742 -2.87215 1.13274
73 H -3.95417 -3.32491 2.63850
74 Cl 0.86371 -8.57857 -0.89026
75 C 0.27071 -6.89284 -1.13666
76 C -1.26260 -6.91150 -1.08516
77 Cl -1.97396 -7.59943 0.37419
78 H 0.63759 -6.51414 -2.09064
79 H 0.69728 -6.32519 -0.30967
80 H -1.42465 -7.71563 -1.80294
81 H -1.66053 -5.96611 -1.45392
82 Cl -5.15723 -9.00721 -2.87976
83 C -5.23865 -7.53788 -3.97510
84 C -5.24536 -6.33291 -3.03821
85 Cl -6.72391 -6.38079 -1.94456
86 H -6.10105 -7.61950 -4.63670
87 H -4.41060 -7.48382 -4.68187
88 H -5.32804 -5.38060 -3.56202
89 H -4.32826 -6.38333 -2.45127
90 Cl -6.90170 -4.20479 6.23819
91 C -8.34167 -4.03227 5.21499
92 C -9.23761 -5.30460 5.11038
93 Cl -8.19862 -6.59629 4.49324
94 H -7.87898 -3.86805 4.24182
95 H -8.83902 -3.10523 5.50020
96 H -10.10909 -5.29163 4.45582
97 H -9.45198 -5.60090 6.13719
98 Cl -9.51936 -0.15168 1.47774
99 C -8.64601 -1.57420 2.06288
100 C -9.41589 -2.85919 1.73150
101 Cl -10.77193 -2.85447 2.86753
102 H -8.56558 -1.59694 3.14967
103 H -7.67515 -1.58497 1.56749
104 H -8.88000 -3.79570 1.88604
105 H -9.77376 -2.91965 0.70370

(2)
A molecular structure, C30H50Cl3LaN4O4Si at a distorted geometry. Source: OMol25; level of theory: the ωB97M-V functional and the def2-TZVPD basis.

Calculated values
DFT total energy: -92382.0962 eV
HOMO energy: -8.11 eV
ΔE to the lowest compared entry with this formula, charge and spin: 300.27 kJ/mol
E_LUMO: 0.0793 eV
Frontier orbital gap: 8.1883 eV

Positions of all 93 atoms, in Å:
1 C -1.68203 -2.40128 -4.79226
2 C -1.17571 -2.59374 -3.41023
3 H -1.95941 -3.38782 -5.17561
4 H -0.93416 -2.00392 -5.46576
5 H -2.58171 -1.79466 -4.79108
6 C -0.73610 -3.83648 -3.09881
7 C -0.46114 -4.86442 -4.15078
8 H -0.71184 -4.24062 -2.07520
9 H 0.18970 -4.45362 -4.94857
10 H -1.37414 -5.23322 -4.66356
11 H 0.00558 -5.74933 -3.68885
12 La 1.94222 1.78799 0.80535
13 Cl -0.92164 1.32139 0.94850
14 Cl 3.88322 3.39694 -0.15185
15 H 1.53102 6.48908 3.57980
16 H -1.35189 6.66853 3.35015
17 C 1.39257 6.21937 2.52112
18 C -1.11273 6.32535 2.33721
19 N 0.10648 5.52369 2.34501
20 H 2.21573 5.58848 2.18656
21 C 0.09986 4.21578 2.17039
22 O 1.16894 3.53311 2.22577
23 H -1.93428 5.71784 1.95090
24 H -0.84042 3.66920 1.97120
25 H 1.35967 7.15387 1.93909
26 H -0.98639 7.21190 1.70840
27 H 1.67891 -0.98058 -3.30654
28 H 2.30104 -4.11026 -2.67078
29 C 2.70475 -1.13264 -2.95019
30 C 3.12853 -3.50943 -2.25582
31 N 2.74073 -2.13602 -1.87427
32 H 3.08900 -0.17513 -2.57463
33 C 2.98128 -1.78620 -0.56969
34 O 2.97622 -0.63475 -0.09692
35 H 3.50987 -4.03270 -1.36404
36 H 3.19910 -2.65273 0.10607
37 H 3.30781 -1.52591 -3.77028
38 H 3.92323 -3.44671 -3.00888
39 O -0.98880 -0.24335 -2.75470
40 C -1.54804 -1.50278 -2.41175
41 C -0.04096 -2.56359 -0.63233
42 C -1.22972 -1.92376 -0.98683
43 H 0.70133 -2.74044 -1.41790
44 C 0.15557 -3.07678 0.65223
45 H -2.66020 -1.49550 -2.40061
46 C -2.24302 -1.78011 -0.02720
47 H 1.11128 -3.56080 0.94318
48 C -0.93664 -3.03570 1.54907
49 C -2.02366 -2.22419 1.25493
50 H -3.15896 -1.30860 -0.34033
51 H -0.87966 -3.59917 2.45798
52 H -2.74876 -1.97285 2.02428
53 Si -1.27335 1.20981 -3.31022
54 Cl 1.34847 1.23622 -1.49767
55 C -0.10702 2.82800 -3.73863
56 C -2.37445 2.14556 -2.14982
57 C -1.40099 0.90434 -5.14803
58 H 0.43156 3.37140 -2.93977
59 H -0.71711 3.62092 -4.20541
60 H 0.66475 2.63212 -4.50952
61 H -0.42775 0.80127 -5.65896
62 H -1.94568 1.71973 -5.63900
63 H -1.94848 -0.03913 -5.30896
64 H -2.93388 1.42799 -1.54222
65 H -3.10212 2.70651 -2.76070
66 H -1.95038 2.85728 -1.42434
67 C -3.78146 -1.65417 5.81954
68 C -2.60126 -1.00423 6.51876
69 N -1.46702 -0.64560 5.64421
70 C -0.75851 0.60578 5.99844
71 C 0.50700 0.46110 6.82664
72 C -0.82421 -1.70380 5.03820
73 O -1.25729 -2.86216 5.10855
74 C 0.42697 -1.48443 4.23779
75 C 1.45150 -2.45068 4.28089
76 C 2.59441 -2.18729 3.54744
77 C 2.68240 -1.03413 2.77330
78 N 1.67795 -0.14214 2.67814
79 C 0.51329 -0.44361 3.31062
80 H -4.18296 -1.00689 5.02936
81 H -4.57010 -1.81422 6.56303
82 H -3.49435 -2.62014 5.39919
83 H -2.91414 -0.07548 7.00239
84 H -2.22570 -1.69718 7.28989
85 H -0.53146 1.16080 5.07968
86 H -1.48579 1.20224 6.55743
87 H 1.31067 -0.03263 6.27488
88 H 0.86094 1.45926 7.10032
89 H 0.31057 -0.08758 7.75155
90 H 1.30315 -3.33931 4.88156
91 H 3.44650 -2.86212 3.56694
92 H 3.57254 -0.84074 2.18034
93 H -0.37550 0.10781 3.00812

Question: The lowest DFT total energy belongs to which entry?
Answer: C30H50Cl10O15

Question: Which value of DFT total energy does entry 2 give?
Answer: -92382.0962 eV

Question: Number 2 is which compound?
Answer: C30H50Cl3LaN4O4Si

Question: Among the records above, which one has the lowest DFT total energy?
Answer: C30H50Cl10O15